# 1
The following is a quantum chemistry calculation of a single C2H7NO2S molecule, from the Open Molecules 2025 dataset.

As for the spin multiplicity: 1. As for the relative energy (zero: lowest compared OMol25 entry of this formula, charge and spin): 5.092 eV. As for the total energy: -683.65871 a.u. As for the structure (SMILES): C=[S@](=O)(O)CN. The HOMO-LUMO gap comes out at 9.203 eV.

Atoms and positions in Å:
1 C -1.650 -1.316 -0.450
2 C 0.569 0.042 1.010
3 N 1.360 1.187 0.739
4 O 0.683 0.489 -1.699
5 O -1.447 1.326 -0.116
6 S -0.725 0.099 -0.390
7 H -2.523 -0.999 -1.138
8 H -0.903 -2.125 -0.627
9 H 0.047 0.321 2.034
10 H 0.977 -0.894 0.990
11 H 0.537 1.777 0.565
12 H 1.820 0.978 -0.142
13 H 0.294 0.563 -2.536


# 2
The following is a quantum chemistry calculation of 2 unconnected molecules or ions with the total composition C2H7NO2S, from the Open Molecules 2025 dataset.

As for the spin multiplicity: 1. As for the relative energy (zero: lowest compared OMol25 entry of this formula, charge and spin): 5.430 eV. As for the total energy: -683.64628 a.u. The HOMO-LUMO gap comes out at 9.682 eV.

Atoms and positions in Å:
1 C -1.637 1.315 -0.034
2 C 1.863 -0.693 0.484
3 N -1.418 0.427 -1.137
4 O -0.192 -1.711 -1.830
5 O 1.301 -0.017 -0.568
6 S -0.298 -0.600 -0.913
7 H -2.667 1.546 -0.132
8 H -1.131 2.296 -0.064
9 H -1.375 0.742 0.879
10 H 2.408 0.153 1.000
11 H 2.529 -1.557 0.229
12 H 1.041 -1.093 1.115
13 H -0.426 -0.809 0.972


# 3
The following is a quantum chemistry calculation of a molecular structure, C2H7NO2S, from the Open Molecules 2025 dataset.

As for the spin multiplicity: 1. As for the relative energy (zero: lowest compared OMol25 entry of this formula, charge and spin): 3.138 eV. As for the total energy: -683.73052 a.u. The HOMO-LUMO gap comes out at 9.530 eV.

Atoms and positions in Å:
1 C 1.105 -0.871 1.053
2 C 1.047 0.367 0.247
3 N -1.175 -0.083 -1.364
4 O -2.081 0.578 0.994
5 O -1.402 2.285 -0.588
6 S -1.206 0.913 -0.098
7 H 0.805 -0.800 2.080
8 H 0.600 -1.669 0.480
9 H 2.047 -1.395 1.139
10 H 1.127 0.127 -0.843
11 H 1.512 1.263 0.677
12 H -1.507 -1.059 -1.514
13 H -0.871 0.344 -2.261


# 4
The following is a quantum chemistry calculation of 2 unconnected molecules or ions with the total composition C2H7NO3, from the Open Molecules 2025 dataset.

As for the spin multiplicity: 1. As for the relative energy (zero: lowest compared OMol25 entry of this formula, charge and spin): 2.175 eV. As for the total energy: -360.83371 a.u. As for the structure (SMILES): O=CNCO.O. The HOMO-LUMO gap comes out at 9.875 eV.

Atoms and positions in Å:
1 O -0.986 -0.959 -1.977
2 C 0.144 -1.248 -1.746
3 N 0.772 -0.785 -0.590
4 C 0.489 -0.730 0.857
5 O -0.869 -0.467 1.140
6 H 0.715 -1.939 -2.407
7 H 1.797 -0.543 -0.655
8 H 1.245 0.044 1.131
9 H 0.833 -1.639 1.403
10 H -0.975 0.406 1.464
11 H -1.728 2.247 0.583
12 H -0.704 3.259 0.201
13 O -0.734 2.354 0.596


# 5
The following is a quantum chemistry calculation of 2 unconnected molecules or ions with the total composition C2H7NO3S2, from the Open Molecules 2025 dataset.

As for the spin multiplicity: 1. As for the relative energy (zero: lowest compared OMol25 entry of this formula, charge and spin): 2.001 eV. As for the total energy: -1157.17492 a.u. The HOMO-LUMO gap comes out at 10.024 eV.

Atoms and positions in Å:
1 C -1.741 0.980 -1.079
2 C -1.022 -0.110 0.933
3 N -0.790 0.595 -0.073
4 O 3.121 -1.076 -0.568
5 O 1.939 -0.880 1.568
6 O 2.179 1.191 -0.078
7 S -2.567 -1.003 1.125
8 S 2.907 -0.184 0.740
9 H -1.184 1.460 -1.914
10 H -2.203 0.088 -1.503
11 H -2.628 1.514 -0.600
12 H -2.444 -2.106 1.906
13 H 3.479 -0.888 -1.439
14 H 1.219 1.032 -0.481
15 H -0.264 -0.613 1.463


# 6
The following is a quantum chemistry calculation of 3 unconnected molecules or ions with the total composition C2H7NO4, from the Open Molecules 2025 dataset.

As for the spin multiplicity: 1. As for the relative energy (zero: lowest compared OMol25 entry of this formula, charge and spin): 2.833 eV. As for the total energy: -436.04935 a.u. As for the structure (SMILES): O=CNC=O.O.O. The HOMO-LUMO gap comes out at 10.797 eV.

Atoms and positions in Å:
1 O -1.979 -0.132 1.101
2 C -0.873 0.375 0.928
3 N 0.419 -0.371 1.244
4 C 0.748 -1.388 0.088
5 O 0.287 -1.449 -1.015
6 H -0.751 1.323 0.481
7 H 1.195 -0.376 1.967
8 H 1.559 -2.115 0.251
9 H -2.955 0.621 -4.356
10 H -4.035 1.118 -3.363
11 O -3.619 1.254 -4.187
12 H 2.933 0.299 1.664
13 H 3.962 0.158 2.646
14 O 3.108 0.684 2.550


# 7
The following is a quantum chemistry calculation of 2 unconnected molecules or ions with the total composition C2H7NO4S, from the Open Molecules 2025 dataset.

As for the spin multiplicity: 1. As for the relative energy (zero: lowest compared OMol25 entry of this formula, charge and spin): 4.017 eV. As for the total energy: -834.14814 a.u. As for the structure (SMILES): O=S1(=O)CO1.NCO. The HOMO-LUMO gap comes out at 10.123 eV.

Atoms and positions in Å:
1 C -2.683 -0.720 -0.854
2 C 1.984 1.174 -0.044
3 N -1.307 -0.153 -0.315
4 O 3.879 -0.844 0.383
5 O 2.719 0.115 2.390
6 O 3.243 1.636 0.474
7 O -3.644 -0.401 -0.012
8 S 2.951 0.088 1.017
9 H -2.868 -0.211 -1.735
10 H -2.597 -1.806 -1.142
11 H 1.990 0.700 -0.909
12 H 0.957 1.463 0.264
13 H -0.967 -0.643 0.610
14 H -0.478 -0.422 -0.907
15 H -3.179 0.024 0.781


# 8
The following is a quantum chemistry calculation of a molecular structure, C2H7NO4S2, from the Open Molecules 2025 dataset.

As for the spin multiplicity: 1. As for the relative energy (zero: lowest compared OMol25 entry of this formula, charge and spin): 1.501 eV. As for the total energy: -1232.39383 a.u. The HOMO-LUMO gap comes out at 10.994 eV.

Atoms and positions in Å:
1 C -0.209 -1.642 1.461
2 C 0.563 1.097 -2.106
3 N -0.767 0.902 2.258
4 O 1.171 0.304 0.434
5 O 2.723 -0.206 -1.370
6 O 0.661 -1.453 -1.238
7 O -1.168 0.217 -0.198
8 S -0.386 0.086 0.966
9 S 1.332 -0.180 -1.131
10 H -0.427 -2.461 0.759
11 H 0.920 -1.754 1.684
12 H -0.876 -1.625 2.402
13 H 1.018 2.030 -1.763
14 H 0.750 1.020 -3.234
15 H -0.535 1.111 -1.943
16 H -1.170 1.808 1.959


# 9
The following is a quantum chemistry calculation of 2 unconnected molecules or ions with the total composition C2H7NOS2, from the Open Molecules 2025 dataset.

As for the spin multiplicity: 1. As for the relative energy (zero: lowest compared OMol25 entry of this formula, charge and spin): 5.006 eV. As for the total energy: -1006.60009 a.u. The HOMO-LUMO gap (spin up / spin down) comes out at 7.202 / 7.200 eV.

Atoms and positions in Å:
1 C 1.711 0.816 -0.360
2 C 1.048 -0.490 0.077
3 N -1.433 0.031 0.413
4 O 0.911 -1.626 -0.516
5 S -1.983 -1.404 -0.090
6 S -1.567 1.430 -0.469
7 H 2.182 0.717 -1.338
8 H 0.765 1.425 -0.565
9 H 2.230 1.145 0.418
10 H 0.622 -0.497 1.134
11 H -0.031 -1.967 -0.503
12 H -2.402 -1.835 1.273
13 H -2.052 2.255 0.525


# 10
The following is a quantum chemistry calculation of 2 unconnected molecules or ions with the total composition C2H7NOSi, from the Open Molecules 2025 dataset.

As for the spin multiplicity: 1. As for the relative energy (zero: lowest compared OMol25 entry of this formula, charge and spin): 3.641 eV. As for the total energy: -499.78399 a.u. The HOMO-LUMO gap comes out at 8.074 eV.

Atoms and positions in Å:
1 C 1.441 -0.582 -0.334
2 C 1.584 0.867 -0.048
3 N 0.384 -1.254 -0.230
4 O -2.664 1.186 -0.301
5 Si -1.248 -1.145 0.158
6 H 2.339 -1.119 -0.647
7 H 0.747 1.415 -0.483
8 H 1.526 1.010 1.031
9 H 2.530 1.252 -0.409
10 H -3.093 1.358 0.537
11 H -2.017 -1.832 -0.852
12 H -1.528 -1.156 1.578


# 11
The following is a quantum chemistry calculation of a molecular structure, C2H7NP, from the Open Molecules 2025 dataset.

As for the spin multiplicity: 3. The charge is +1. As for the total energy: -475.99829 a.u. Its expectation value of S² is 2.0086. The HOMO-LUMO gap (spin up / spin down) comes out at 6.677 / 5.895 eV.

Atoms and positions in Å:
1 C -0.681 0.233 1.013
2 C -0.439 0.099 -0.871
3 N 1.099 0.104 -0.999
4 P -0.605 -1.220 1.811
5 H -1.001 1.240 1.507
6 H -0.840 1.063 -1.326
7 H -0.926 -0.802 -1.165
8 H 1.456 0.964 -1.399
9 H 1.235 -0.667 -1.723
10 H 1.664 -0.206 -0.099
11 H -0.961 -0.807 3.251


# 12
The following is a quantum chemistry calculation of a single C2H7NS molecule, from the Open Molecules 2025 dataset.

As for the spin multiplicity: 1. As for the relative energy (zero: lowest compared OMol25 entry of this formula, charge and spin): 1.384 eV. As for the total energy: -533.27958 a.u. As for the structure (SMILES): CSCN. The HOMO-LUMO gap comes out at 9.634 eV.

Atoms and positions in Å:
1 C -1.827 -0.674 -0.377
2 S -0.197 -0.722 -1.122
3 H -1.981 0.252 0.304
4 H -2.169 -1.590 0.127
5 H -2.444 -0.715 -1.304
6 C 0.903 0.343 -0.273
7 N 1.873 -0.080 0.810
8 H 0.298 1.237 0.243
9 H 1.470 1.035 -1.038
10 H 2.571 0.684 0.845
11 H 1.503 0.232 1.784


# 13
The following is a quantum chemistry calculation of 2 unconnected molecules or ions with the total composition C2H7NS2, from the Open Molecules 2025 dataset.

As for the spin multiplicity: 1. As for the relative energy (zero: lowest compared OMol25 entry of this formula, charge and spin): 2.103 eV. As for the total energy: -931.44631 a.u. As for the structure (SMILES): C=CN.SS. The HOMO-LUMO gap comes out at 8.947 eV.

Atoms and positions in Å:
1 S 2.847 0.638 -2.452
2 S 3.650 -1.108 -2.908
3 H 2.125 0.761 -1.367
4 H 2.739 -1.627 -3.512
5 C -0.800 -0.425 2.109
6 C -1.634 -0.269 1.017
7 N -1.787 0.995 0.400
8 H -0.509 0.514 2.639
9 H -0.815 -1.442 2.704
10 H -1.968 -1.056 0.440
11 H -1.166 1.746 0.698
12 H -2.681 1.272 0.232


# 14
The following is a quantum chemistry calculation of 2 unconnected molecules or ions with the total composition C2H7NS2, from the Open Molecules 2025 dataset.

As for the spin multiplicity: 1. As for the relative energy (zero: lowest compared OMol25 entry of this formula, charge and spin): 4.117 eV. As for the total energy: -931.37230 a.u. The HOMO-LUMO gap comes out at 6.047 eV.

Atoms and positions in Å:
1 N -1.470 -1.441 0.321
2 C -1.023 -0.174 -0.254
3 C 0.348 0.287 0.211
4 S 1.079 1.349 -1.087
5 S 3.381 1.511 1.215
6 H -0.782 -2.170 0.239
7 H -2.300 -1.678 -0.200
8 H -1.789 0.589 -0.132
9 H -0.941 -0.275 -1.361
10 H 0.916 -0.648 0.246
11 H 0.489 0.796 1.162
12 H 2.093 1.854 -0.359


# 15
The following is a quantum chemistry calculation of 2 unconnected molecules or ions with the total composition C2H7NS2, from the Open Molecules 2025 dataset.

As for the spin multiplicity: 1. As for the relative energy (zero: lowest compared OMol25 entry of this formula, charge and spin): 2.618 eV. As for the total energy: -931.42736 a.u. As for the structure (SMILES): CN=S.CS. The HOMO-LUMO gap comes out at 7.224 eV.

Atoms and positions in Å:
1 C 2.762 2.091 0.299
2 C -2.123 -2.534 -0.394
3 N 1.626 1.288 -0.137
4 S -2.547 -0.784 -0.804
5 S 0.245 1.590 0.533
6 H 2.867 2.844 -0.466
7 H 2.582 2.525 1.307
8 H 3.685 1.604 0.333
9 H -2.237 -2.959 -1.346
10 H -2.987 -3.022 0.182
11 H -1.138 -2.595 0.106
12 H -2.735 -0.049 0.386


# 16
The following is a quantum chemistry calculation of 2 unconnected molecules or ions with the total composition C2H7NS2, from the Open Molecules 2025 dataset.

As for the spin multiplicity: 1. As for the relative energy (zero: lowest compared OMol25 entry of this formula, charge and spin): 3.994 eV. As for the total energy: -931.37680 a.u. The HOMO-LUMO gap comes out at 8.371 eV.

Atoms and positions in Å:
1 C 1.459 -1.033 0.340
2 C 1.616 0.091 -0.727
3 N -2.105 -0.182 -0.306
4 S 1.991 1.607 -0.198
5 S -1.708 1.236 0.226
6 H 2.393 -1.212 0.746
7 H 1.084 -1.917 -0.072
8 H 0.634 -0.803 1.088
9 H 1.395 -0.085 -1.848
10 H -1.980 -0.285 -1.301
11 H -1.836 0.730 1.478
12 H -2.942 1.854 0.575


# 17
The following is a quantum chemistry calculation of a molecular structure, C2H7O2, from the Open Molecules 2025 dataset.

As for the spin multiplicity: 1. As for the relative energy (zero: lowest compared OMol25 entry of this formula, charge and spin): 0.173 eV. The charge is -1. As for the total energy: -230.87830 a.u. The HOMO-LUMO gap comes out at 7.988 eV.

Atoms and positions in Å:
1 O 1.629 1.491 1.953
2 H 2.447 1.050 1.709
3 C -0.287 -0.257 0.096
4 O 0.293 0.980 -0.008
5 C -0.960 -0.678 -1.223
6 H 0.388 -1.099 0.347
7 H -1.098 -0.275 0.857
8 H 0.840 1.182 1.038
9 H -1.716 0.017 -1.578
10 H -0.171 -0.718 -1.985
11 H -1.365 -1.693 -1.205


# 18
The following is a quantum chemistry calculation of a molecular structure, C2H7O2, from the Open Molecules 2025 dataset.

As for the spin multiplicity: 1. As for the relative energy (zero: lowest compared OMol25 entry of this formula, charge and spin): 0.081 eV. The charge is -1. As for the total energy: -230.88169 a.u. The HOMO-LUMO gap comes out at 8.156 eV.

Atoms and positions in Å:
1 C -0.438 0.049 -0.667
2 O 0.462 1.078 -0.543
3 C -1.252 -0.174 0.611
4 H -1.151 0.252 -1.482
5 H 0.073 -0.895 -0.910
6 H -2.145 -0.804 0.479
7 H -0.640 -0.631 1.395
8 H -1.606 0.788 0.992
9 H 1.439 0.630 -0.061
10 H 2.820 -0.367 -0.291
11 O 2.438 0.074 0.478


# 19
The following is a quantum chemistry calculation of 2 unconnected molecules or ions with the total composition C2H7O2, from the Open Molecules 2025 dataset.

As for the spin multiplicity: 1. As for the relative energy (zero: lowest compared OMol25 entry of this formula, charge and spin): 0.081 eV. The charge is +1. As for the total energy: -230.59780 a.u. The HOMO-LUMO gap comes out at 12.346 eV.

Atoms and positions in Å:
1 O 0.287 -1.534 1.382
2 H -0.565 -0.962 0.442
3 H -0.141 -2.128 2.021
4 H 1.133 -1.937 1.115
5 O -1.172 -0.548 -0.357
6 C -0.813 0.543 -0.833
7 C 0.439 1.253 -0.564
8 H -1.508 0.967 -1.535
9 H 1.257 0.757 -1.111
10 H 0.667 1.372 0.493
11 H 0.417 2.217 -1.053


# 20
The following is a quantum chemistry calculation of a single C2H7O3PS molecule, from the Open Molecules 2025 dataset.

As for the spin multiplicity: 1. As for the relative energy (zero: lowest compared OMol25 entry of this formula, charge and spin): 0.068 eV. As for the total energy: -1045.65882 a.u. The HOMO-LUMO gap comes out at 10.465 eV.

Atoms and positions in Å:
1 C -0.986 0.686 -0.298
2 C 0.745 -1.496 -0.789
3 O -1.788 -2.015 0.063
4 O -0.075 -1.023 1.716
5 O 0.991 -0.977 3.869
6 P -0.695 -1.063 0.178
7 S 0.558 -0.038 2.919
8 H -1.094 0.808 -1.305
9 H -1.924 0.908 0.268
10 H -0.193 1.302 0.124
11 H 0.287 -1.384 -1.821
12 H 1.674 -0.799 -0.875
13 H 1.142 -2.491 -0.695
14 H -0.674 0.438 3.423